ORCA calculation (wB97M-V/def2-TZVPD) on CH2CaF3NO4S as an isolated structure at a distorted geometry.

```
13
Properties=species:S:1:pos:R:3:forces:R:3:nbo_charge:R:1
Ca 0.955821 -0.874073 0.628028 -0.4144 -0.8987 -0.7161 1.839
O -1.868260 -0.070327 0.183550 -3.8553 -2.8709 0.2173 -0.643
H -1.985860 -1.179776 -0.081444 2.5227 4.4950 0.7253 0.542
N -0.712924 0.657606 -0.049471 2.0680 -0.0316 -1.0322 -0.815
S -0.245667 1.727417 1.032611 -1.7383 -0.9638 1.3261 2.120
O -1.214353 2.297899 1.957171 1.3484 -0.8080 -0.9093 -0.884
O 0.995788 1.083297 1.592537 0.0284 1.6833 0.5412 -1.104
C 0.448170 3.229337 0.155069 -0.5997 -0.5387 -0.1018 0.760
F -0.560751 3.963476 -0.286509 0.0374 0.0169 -0.0124 -0.296
F 1.195175 2.847139 -0.865805 0.4197 -0.0641 -0.4195 -0.313
F 1.181371 3.945747 0.991046 0.0074 -0.0781 0.1540 -0.298
O -0.294634 -2.532329 0.243203 0.2517 0.3238 0.3391 -1.368
H -0.760880 -3.074026 0.880281 -0.0761 -0.2650 -0.1117 0.460
```
Forces are in eV/Å.

Values from the calculation:
ΔE to the lowest compared entry with this formula, charge and spin = 20.5 kcal per mole
calculated total energy = -1770.35157 Ha
E_HOMO = -8.5 eV

---

ORCA calculation (wB97M-V/def2-TZVPD) on a 6-piece molecular cluster, C25H38FNO12S overall at a distorted geometry.

```
78
Properties=species:S:1:pos:R:3:forces:R:3:lowdin_charge:R:1
C -3.054919 2.736711 2.772580 -0.4517 -0.1462 0.1351 0.111
C -3.710163 2.726498 1.765451 0.6125 -0.0028 -0.2439 -0.147
C -4.312737 2.635100 0.435185 -0.6310 -0.0116 0.1395 -0.205
C -4.055667 1.285250 -0.262710 0.1996 0.1554 -0.0266 -0.173
C -2.636049 0.730350 -0.192903 -0.4602 -0.2733 -0.3659 -0.200
N -1.787930 1.044427 -1.389684 0.3931 0.6918 0.8380 -0.098
S -1.471158 2.614551 -1.718164 0.3125 -0.4616 -1.2366 0.566
O -0.188387 2.690731 -2.335497 0.0275 -0.1184 0.3006 -0.268
O -2.575177 3.240277 -2.351317 -0.2970 0.0718 0.5031 -0.244
F -1.314611 3.267715 -0.305137 -0.1012 0.0959 0.1870 -0.133
H -2.604703 2.670844 3.734296 0.1030 0.1234 -0.0645 0.024
H -5.396980 2.718477 0.565811 0.0187 0.0230 -0.1068 0.108
H -4.032340 3.484149 -0.188270 0.2466 -0.0120 0.0768 0.100
H -4.732375 0.554499 0.175466 0.1174 -0.0576 0.1114 0.091
H -4.339876 1.372349 -1.312983 -0.0672 0.0302 0.0156 0.115
H -2.700871 -0.350321 -0.209822 0.0726 -0.0567 -0.0133 0.091
H -2.109354 0.992599 0.723373 -0.0863 0.1789 0.0329 0.109
H -0.867604 0.642376 -1.214269 -0.0973 -0.2640 -0.2114 0.092
O -0.912086 -1.741973 0.339852 0.0052 0.0595 -0.1442 0.115
C -0.981088 -2.640917 -0.450348 0.1398 -0.1059 0.3156 -0.472
O -2.021783 -2.765615 -1.310649 -0.0103 0.0433 -0.0361 0.020
C -1.896109 -3.986482 -2.062541 0.0414 -0.0971 -0.1130 -0.151
C -0.413729 -4.332164 -2.006874 0.0297 -0.0039 0.0629 -0.141
C -0.009390 -3.778702 -0.641218 -0.1609 -0.1339 -0.5631 -0.069
H -2.520693 -4.747564 -1.589650 0.0120 0.0063 0.0301 0.125
H -2.259395 -3.810227 -3.072319 -0.0637 0.1017 0.0447 0.123
H -0.213254 -5.393864 -2.136316 -0.0726 -0.0104 0.0264 0.115
H 0.117526 -3.790759 -2.791623 0.0017 -0.0075 -0.0017 0.119
H -0.161316 -4.507214 0.157430 0.0469 0.0571 0.0673 0.140
H 1.008089 -3.412471 -0.626075 -0.0374 -0.1043 0.3015 0.079
O 2.998274 -3.075316 0.235622 -0.1211 0.1914 -0.1409 0.093
C 3.101684 -1.982439 -0.257717 0.3932 -0.0385 0.0020 -0.466
O 2.154824 -1.447536 -1.061506 0.1180 -0.1015 0.0561 0.011
C 2.610095 -0.176639 -1.582038 -0.0214 0.1889 -0.0145 -0.124
C 3.675586 0.295326 -0.606896 -0.0634 -0.0332 0.0266 -0.140
C 4.268643 -1.024962 -0.128674 -0.2846 0.3100 0.0466 -0.059
H 3.006339 -0.344081 -2.585521 0.0071 -0.0329 0.0079 0.130
H 1.761226 0.500427 -1.648212 -0.0762 -0.1046 -0.0128 0.113
H 4.397445 0.968784 -1.051825 0.0318 -0.0092 -0.0436 0.086
H 3.205194 0.811611 0.231541 -0.0098 0.0055 -0.0151 0.130
H 5.075066 -1.373353 -0.776368 0.0343 -0.0477 0.0515 0.137
H 4.617128 -0.987190 0.899768 0.1149 -0.1458 -0.0274 0.120
O -6.732389 -0.957518 1.031125 0.0831 0.0468 -0.0838 0.129
C -7.511268 -0.500512 0.249176 -0.0889 -0.0927 0.2355 -0.483
O -7.264606 0.641523 -0.440266 -0.0362 0.0277 -0.0514 0.006
C -8.410224 1.006952 -1.228226 -0.0929 0.0224 -0.0924 -0.150
C -9.195326 -0.285456 -1.413989 -0.0394 -0.0886 0.0591 -0.153
C -8.884245 -1.031089 -0.117567 0.0333 0.1123 -0.4130 -0.073
H -8.977125 1.762607 -0.680234 -0.0099 -0.0137 0.0127 0.127
H -8.065748 1.435580 -2.166203 0.1117 0.0266 0.0566 0.126
H -10.255649 -0.118342 -1.591794 0.0072 0.0495 0.0378 0.115
H -8.794411 -0.841553 -2.262515 -0.0027 0.0205 -0.0115 0.118
H -9.576985 -0.772161 0.684408 0.0128 -0.0522 0.0447 0.132
H -8.853904 -2.109706 -0.240514 -0.0036 -0.0267 0.1915 0.125
O 3.464020 -0.661934 5.881453 -0.0447 0.0490 -0.0784 0.117
C 3.416800 -1.571532 5.106318 0.0554 -0.0530 0.2111 -0.492
O 2.393538 -1.740981 4.237326 0.0317 0.0062 -0.0234 0.028
C 2.557954 -2.969687 3.502731 -0.0206 -0.1074 -0.0994 -0.148
C 4.045378 -3.281051 3.577259 0.0936 0.0092 0.1141 -0.152
C 4.420207 -2.698897 4.938965 -0.0389 -0.0216 -0.4262 -0.075
H 1.948479 -3.740339 3.980832 0.0181 0.0129 0.0465 0.128
H 2.209297 -2.825079 2.485507 -0.0787 0.0979 0.0412 0.102
H 4.264883 -4.340681 3.465782 -0.0517 -0.0074 0.0076 0.117
H 4.572441 -2.745286 2.786702 -0.0245 -0.0317 -0.0351 0.103
H 4.270245 -3.413915 5.749393 0.0379 0.0307 0.0514 0.129
H 5.434744 -2.312284 4.975881 -0.0072 0.0125 0.1987 0.122
O 6.443346 1.895812 -0.419076 0.0049 0.0478 -0.0015 0.115
C 6.504221 2.978960 -0.925503 0.2026 -0.1412 0.0049 -0.481
O 5.523710 3.456418 -1.725364 -0.0308 0.0109 -0.0048 0.022
C 5.902037 4.731548 -2.274837 0.0292 0.1478 -0.0371 -0.149
C 6.958558 5.275767 -1.321628 0.0866 -0.0359 0.0536 -0.151
C 7.626091 3.993280 -0.826865 -0.2676 0.3388 0.0183 -0.071
H 6.293938 4.568216 -3.280799 0.0185 -0.0139 0.0069 0.127
H 5.017045 5.359115 -2.339423 -0.0722 -0.1058 0.0140 0.126
H 7.638432 5.980092 -1.796084 -0.0066 -0.0356 -0.0519 0.115
H 6.475208 5.783766 -0.486284 -0.0106 0.0108 -0.0158 0.119
H 8.438111 3.670976 -1.480386 0.0317 -0.0461 0.0421 0.132
H 7.985823 4.064127 0.195452 0.1033 -0.1605 -0.0206 0.126
```
Forces are in eV/Å.

Values from the calculation:
calculated total energy = -2431.10019 Ha
SMILES = C#CCCCNS(=O)(=O)F.O=C1CCCO1.O=C1CCCO1.O=C1CCCO1.O=C1CCCO1.O=C1CCCO1
E_HOMO = -9.4 eV

---

ORCA calculation (wB97M-V/def2-TZVPD) on an isolated ion of composition C2H6N2O2P and charge -1 at a distorted geometry.

```
13
Properties=species:S:1:pos:R:3:forces:R:3:nbo_charge:R:1
C -0.141670 -0.623831 0.535301 2.1565 -0.9869 0.5920 -0.257
C -1.219365 -0.209803 -0.347335 -2.8839 -0.8221 -2.5639 -0.203
N 0.892462 0.332820 0.448226 2.7515 1.0528 -0.4257 -1.110
N -1.731412 1.163179 -0.364612 2.2910 0.3999 -3.0562 -0.863
O 2.820806 -1.434935 -0.217943 -0.2726 -0.3025 -0.3093 -1.135
O 3.389863 1.064051 -0.002572 -0.5252 -0.1918 -0.3157 -1.116
P 2.382096 -0.033174 -0.006862 -0.7951 0.7900 1.4178 2.297
H -0.527465 -0.688845 1.525718 -0.3517 0.1882 1.3875 0.147
H 0.320753 -1.630996 0.371412 -1.0766 0.1901 -0.4905 0.191
H -0.903525 -0.379163 -1.395531 -0.0509 -0.0642 0.3559 0.174
H -2.116668 -0.894405 -0.209716 0.7590 0.6222 -0.0802 0.153
H -1.011012 1.850738 -0.778762 -1.5226 -1.6168 1.5193 0.376
H -2.154864 1.484363 0.442675 -0.4794 0.7411 1.9689 0.345
```
Forces are in eV/Å.

Values from the calculation:
ΔE to the lowest compared entry with this formula, charge and spin = 21.1 kcal per mole
calculated total energy = -681.24919 Ha
total charge = -1
E_HOMO = -4.4 eV

---

ORCA calculation (wB97M-V/def2-TZVPD) on one molecule with the formula C2H5NO2 at a distorted geometry.

```
10
Properties=species:S:1:pos:R:3:forces:R:3:nbo_charge:R:1
C 0.442447 -0.707635 0.322679 -1.6940 0.3259 -1.3367 -0.318
C -0.982516 -0.088654 0.052070 0.7231 -2.0885 0.6445 0.769
H 1.662267 0.205462 -1.177902 -0.5122 -1.0248 0.9045 0.364
H 1.382576 1.111544 0.029226 -0.4271 1.1224 1.0994 0.365
H 0.512469 -0.987195 1.399459 0.1501 0.3030 -0.7891 0.220
H 0.391322 -1.616951 -0.313597 0.3096 0.3433 0.7664 0.226
H -1.925724 1.465032 -0.103529 -0.1246 0.2341 0.0951 0.499
N 1.494858 0.150658 -0.155235 1.4483 -0.4102 -1.2035 -0.838
O -1.952931 -0.757404 -0.209395 0.1383 0.2406 -0.0593 -0.607
O -1.024770 1.225143 0.156221 -0.0115 0.9541 -0.1212 -0.680
```
Forces are in eV/Å.

Values from the calculation:
ΔE to the lowest compared entry with this formula, charge and spin = 13.4 kcal per mole
calculated total energy = -284.44600 Ha
SMILES = NCC(=O)O
E_HOMO = -9.4 eV